No. 1
Density functional theory data (ωB97M-V/def2-TZVPD) for the molecule CH4S2.

Summary:
LUMO = 0.4 eV
HOMO energy = -9.09 eV
Electronic energy = -836.86388 a.u.
Energy relative to the best compared isomer or geometry (same formula, charge and spin) = 1.44 kcal/mol

```
7
Properties=species:S:1:pos:R:3:forces:R:3
C 0.153 -0.266 -0.899 0.2 -0.4 -0.5
S 0.910 -0.575 0.702 -0.7 0.7 0.9
S 0.054 1.020 1.805 0.3 -0.7 -0.4
H 0.127 -1.227 -1.441 -0.1 0.4 0.2
H 0.777 0.425 -1.457 -0.1 0.2 -0.1
H -0.853 0.131 -0.773 0.1 -0.2 -0.1
H -1.169 0.493 2.062 0.4 -0.1 -0.1
```
Positions in Å, forces in eV/Å.

***

No. 2
Density functional theory data (ωB97M-V/def2-TZVPD) for the molecule CH4S3.

Summary:
LUMO = 0.4 eV
HOMO energy = -9.03 eV
Electronic energy = -1235.05286 a.u.
Energy relative to the best compared isomer or geometry (same formula, charge and spin) = 0.00 kcal/mol

```
8
Properties=species:S:1:pos:R:3:forces:R:3
C 1.412 -0.018 0.309 1.0 0.7 -3.1
S 0.186 1.006 -0.622 0.5 -0.4 0.7
S -1.366 0.647 0.625 -0.7 0.3 -0.1
S -2.421 -0.910 -0.269 0.2 0.2 -0.2
H 2.351 0.011 -0.378 -1.5 -0.6 1.4
H 0.942 -0.960 0.490 0.2 -0.8 -0.3
H 1.602 0.431 1.233 0.5 0.9 1.3
H -2.705 -0.207 -1.387 -0.2 -0.2 0.2
```
Positions in Å, forces in eV/Å.

***

No. 3
Density functional theory data (ωB97M-V/def2-TZVPD) for a cluster of 2 separate species, CH4S3Si in total.

Summary:
LUMO (alpha / beta) = -1.5 / -1.5 eV
HOMO energy (alpha / beta) = -8.15 / -8.19 eV
Electronic energy = -1524.42703 a.u.
Energy relative to the best compared isomer or geometry (same formula, charge and spin) = 65.35 kcal/mol

```
9
Properties=species:S:1:pos:R:3:forces:R:3
C 1.105 -1.598 -0.445 -0.7 1.6 1.0
Si -1.608 1.343 0.293 1.9 -2.0 -0.6
S 1.043 -2.768 -1.452 0.0 0.3 0.4
S 1.936 -0.391 0.440 0.4 -1.1 -0.7
S -1.177 -0.694 0.687 1.6 -1.5 -0.4
H -2.507 1.114 -0.766 -2.0 0.7 -0.5
H -1.552 1.811 1.625 -0.9 1.2 1.0
H -0.516 1.882 -0.470 0.9 0.7 -0.2
H 3.276 -0.698 0.087 -1.2 0.1 0.1
```
Positions in Å, forces in eV/Å.

***

No. 4
Density functional theory data (ωB97M-V/def2-TZVPD) for a cluster of 2 separate species, CH5BO in total.

Summary:
LUMO (alpha / beta) = -0.6 / -0.7 eV
HOMO energy (alpha / beta) = -8.44 / -7.32 eV
Electronic energy = -141.00407 a.u.
Energy relative to the best compared isomer or geometry (same formula, charge and spin) = 141.11 kcal/mol

```
8
Properties=species:S:1:pos:R:3:forces:R:3
B -0.452 -0.223 -0.660 3.2 -0.3 0.7
C -0.890 0.517 0.557 -0.4 -0.1 -0.9
O 2.217 -1.046 -0.058 -1.9 0.2 0.0
H -0.375 -0.761 -1.693 -0.4 0.0 0.0
H -1.672 -0.191 0.835 -0.4 -0.1 0.8
H -1.433 1.380 0.182 -0.3 0.4 0.1
H -0.225 0.807 1.368 0.1 -0.4 -0.2
H 2.832 -0.484 -0.531 0.1 0.3 -0.3
```
Positions in Å, forces in eV/Å.